# 1
Computed, not measured: C21H20F6MoN5O4S2 as an isolated structure in a non-equilibrium geometry, with the ωB97M-V functional and the def2-TZVPD basis.

Kohn-Sham gap (spin up / spin down) = 7.442 / 7.800 eV
molar mass = 680.48 Da
energy = -77545.531 eV
charge = +3
2S+1 = 3
expectation value of S² = 2.016
ΔE to the lowest compared entry with this formula, charge and spin = 0.0000 eV
LUMO energy (spin up / spin down) = -11.66 / -11.34 eV

```
59
Properties=species:S:1:pos:R:3:forces:R:3
Mo -0.1353 -0.1556 -0.2756 0.05 0.36 -0.68
C -0.9620 2.8598 -0.9530 -0.84 0.29 -0.11
C -2.1989 2.8057 -0.0658 0.07 -0.04 -0.13
C -2.8983 1.4822 -0.1572 -0.19 0.58 0.02
C -4.2884 1.3931 -0.2014 0.39 -0.19 -0.01
C -4.8964 0.1502 -0.2765 0.30 -0.15 0.05
C -4.0922 -0.9901 -0.2323 0.10 0.07 0.02
C -2.7230 -0.8287 -0.1819 -0.33 -0.32 0.06
N -2.1301 0.3816 -0.1925 -0.78 0.08 -0.03
N 0.1807 2.0467 -0.4621 0.14 0.11 -0.15
C 1.2453 2.2001 -1.4798 0.52 0.00 -0.71
C 2.3325 1.2205 -1.1794 0.10 0.37 -0.16
C 3.6377 1.3351 -1.6247 -0.28 -0.15 0.16
C 4.5593 0.3696 -1.2389 -0.26 -0.02 0.11
C 4.1485 -0.6325 -0.3647 -0.22 0.08 0.03
C 2.8294 -0.6701 0.0453 0.50 -0.36 0.39
N 1.9173 0.2138 -0.3916 0.79 0.24 0.04
C 0.6686 2.5693 0.8492 0.24 0.03 0.58
C 0.1651 1.7406 2.0068 0.03 0.15 -0.11
C 0.1197 2.2344 3.3024 -0.05 -0.21 -0.21
C -0.2867 1.4016 4.3383 0.00 -0.15 -0.33
C -0.6576 0.0938 4.0343 0.04 0.08 -0.15
C -0.6053 -0.3286 2.7201 -0.06 -0.30 0.21
N -0.1895 0.4666 1.7119 0.22 0.23 1.03
H -1.2332 2.5073 -1.9565 0.18 0.06 0.16
H -0.6380 3.9045 -1.0376 0.10 -0.20 -0.03
H -1.9538 3.0253 0.9807 -0.08 0.02 -0.09
H -2.8890 3.5855 -0.3961 0.12 -0.02 0.07
H -4.8826 2.2958 -0.1821 0.05 0.06 -0.03
H -5.9729 0.0624 -0.3506 0.01 0.00 0.04
H -4.5166 -1.9829 -0.2260 0.03 -0.06 -0.04
H -2.0854 -1.7168 -0.1105 -0.19 0.10 -0.02
H 0.8353 1.9772 -2.4736 -0.07 0.12 0.19
H 1.6383 3.2242 -1.5016 -0.16 -0.10 0.05
H 3.9251 2.1625 -2.2558 -0.01 0.08 -0.04
H 5.5819 0.4203 -1.5815 0.09 -0.01 -0.03
H 4.8436 -1.3707 0.0049 0.02 -0.05 0.06
H 2.4913 -1.3928 0.7737 0.03 -0.09 -0.14
H 1.7673 2.5295 0.8727 -0.26 0.03 -0.10
H 0.3893 3.6224 0.9816 0.02 -0.20 -0.14
H 0.4021 3.2584 3.4984 0.04 0.08 -0.02
H -0.3169 1.7630 5.3565 -0.01 0.02 0.04
H -0.9835 -0.5856 4.8084 -0.03 -0.06 -0.03
H -0.8912 -1.3415 2.4489 -0.01 0.06 0.04
F 1.5317 -1.9970 -4.1999 -0.26 -0.14 -0.09
C 1.2204 -2.9125 -3.3073 0.91 0.48 -0.04
F 2.2183 -3.0149 -2.4350 0.07 -0.22 -0.15
F 0.9107 -4.0342 -3.8531 -0.32 0.18 0.15
S -0.1344 -2.0679 -2.2423 -0.33 0.77 -0.62
O 0.1343 -0.6197 -2.4236 0.19 0.95 0.60
O -1.4967 -2.3825 -2.4163 -0.55 -0.81 -0.81
N 0.2619 -2.1150 -0.6206 0.29 -0.29 -0.24
S -0.1336 -3.6962 -0.2081 0.17 0.14 1.11
O -1.3909 -3.6236 0.4333 -0.52 -0.49 0.52
O 0.1002 -4.3338 -1.4519 0.12 -1.45 0.10
C 1.1603 -4.1131 1.1040 0.26 0.55 0.16
F 1.1966 -5.3620 1.4390 -0.30 0.03 -0.29
F 2.3353 -3.6944 0.6538 0.08 -0.26 -0.27
F 0.8337 -3.3411 2.1450 -0.14 -0.06 0.02
```
Forces are in eV/Å.

---

# 2
Computed, not measured: C21H20FIrN6 as an isolated structure, with the ωB97M-V functional and the def2-TZVPD basis.

Kohn-Sham gap (spin up / spin down) = 6.351 / 3.588 eV
molar mass = 567.65 Da
energy = -36573.122 eV
charge = +3
2S+1 = 2
expectation value of S² = 0.770
ΔE to the lowest compared entry with this formula, charge and spin = 0.0000 eV
LUMO energy (spin up / spin down) = -10.47 / -13.21 eV

```
49
Properties=species:S:1:pos:R:3:forces:R:3
Ir 0.0144 0.5487 0.0803 -0.50 -0.29 -0.80
C 1.2803 3.0682 0.7824 -0.09 0.03 -0.14
N 0.0128 2.6445 0.1201 0.10 -0.02 0.04
C -1.2627 3.0573 0.7968 -0.09 0.00 -0.04
C -2.3121 2.0787 0.3537 -0.07 -0.05 0.00
N -1.9801 0.8334 0.0043 -0.03 0.10 0.29
C -3.1729 0.1518 -0.2785 0.01 0.05 0.11
C -3.4311 -1.1606 -0.6644 0.01 -0.06 -0.04
C -4.7520 -1.5086 -0.8545 0.03 0.01 0.00
C -5.7967 -0.5872 -0.6694 -0.02 0.00 0.00
C -5.5540 0.7130 -0.2834 0.05 0.00 0.00
C -4.2197 1.0556 -0.0928 0.01 0.05 0.05
N -3.6280 2.2581 0.3029 -0.01 0.01 -0.01
C 2.3566 2.1111 0.3593 -0.03 -0.28 0.07
N 2.0483 0.8196 0.0025 0.58 0.10 0.31
C 3.2212 0.2008 -0.2770 -0.26 0.15 0.14
C 3.5042 -1.1434 -0.6779 0.19 -0.01 -0.02
C 4.8218 -1.4803 -0.8694 -0.30 -0.10 -0.01
C 5.8501 -0.5433 -0.6789 0.00 0.25 0.08
C 5.5877 0.8046 -0.2714 -0.10 -0.07 -0.01
C 4.2773 1.1281 -0.0882 0.13 0.07 0.01
N 3.6540 2.3209 0.3135 0.11 0.04 -0.01
H 1.1483 2.9822 1.8641 0.05 -0.05 0.01
H 1.5455 4.0983 0.5394 0.01 0.01 0.04
H 0.0028 3.0373 -0.8211 -0.03 -0.05 -0.01
H -1.5338 4.0842 0.5513 0.04 0.02 0.01
H -1.1191 2.9752 1.8752 0.03 -0.03 0.00
H -2.6423 -1.8848 -0.8079 -0.02 0.01 0.01
H -4.9945 -2.5192 -1.1531 -0.01 0.00 0.00
H -6.8168 -0.9069 -0.8309 0.01 -0.01 0.00
H -6.3590 1.4197 -0.1355 0.01 0.01 0.00
H -4.1225 3.1111 0.5263 0.01 -0.01 -0.01
H 2.7146 -1.8674 -0.8250 -0.05 0.04 0.02
H 5.0785 -2.4859 -1.1733 0.02 0.01 0.00
H 6.8774 -0.8453 -0.8403 0.02 0.03 0.00
H 6.3953 1.5092 -0.1169 0.03 -0.04 -0.01
H 4.1272 3.1895 0.5388 -0.02 0.00 -0.01
F 0.0760 0.6788 1.9823 0.17 0.08 -0.07
C -0.1168 -4.2664 0.1350 -0.01 -0.01 -0.01
C -0.0812 -3.5584 1.3258 0.00 0.01 -0.01
C -0.0347 -2.1764 1.2906 -0.03 -0.03 -0.03
N -0.0221 -1.5082 0.1255 0.03 0.04 0.04
C -0.0608 -2.1916 -1.0347 0.03 -0.02 0.04
C -0.1057 -3.5678 -1.0689 0.00 -0.01 0.01
H -0.1582 -5.3478 0.1396 0.00 0.00 0.00
H -0.0948 -4.0619 2.2823 0.00 0.00 0.00
H -0.0153 -1.5808 2.1927 0.00 0.02 -0.02
H -0.0662 -1.6083 -1.9506 -0.01 0.01 0.00
H -0.1411 -4.0796 -2.0206 0.00 0.00 0.00
```
Forces are in eV/Å.

---

# 3
Computed, not measured: C21H20IrN4O3 as an isolated structure, with the ωB97M-V functional and the def2-TZVPD basis.

Kohn-Sham gap (spin up / spin down) = 5.586 / 5.612 eV
molar mass = 568.63 Da
energy = -37014.944 eV
charge = +3
LUMO energy (spin up / spin down) = -12.22 / -12.22 eV

```
49
Properties=species:S:1:pos:R:3:forces:R:3
Ir -0.0094 -0.2576 0.0949 -0.11 -0.26 -0.10
C -3.0463 1.5972 2.5895 0.01 0.01 0.00
C -2.5728 0.9158 1.3551 0.13 0.09 0.04
O -1.3375 0.9415 1.0725 -0.14 -0.09 0.00
N -3.4375 0.3181 0.5576 -0.05 -0.02 -0.09
C -3.0667 -0.2554 -0.7317 -0.04 0.01 0.07
C -2.4755 -1.6354 -0.5985 -0.12 0.05 -0.06
C -3.2639 -2.7345 -0.7803 0.11 0.03 0.00
C -2.7880 -4.0716 -0.5932 0.01 -0.11 0.03
C -1.4880 -4.2468 -0.3509 -0.01 0.02 0.00
C -0.5444 -3.0927 -0.2707 0.04 0.01 -0.15
N -1.1395 -1.7359 -0.2682 0.23 0.29 0.18
H -2.6810 2.6242 2.5884 -0.01 0.00 -0.01
H -2.6130 1.0975 3.4571 0.00 0.00 0.00
H -4.1299 1.6025 2.6746 0.00 -0.01 0.00
H -4.4153 0.3490 0.8108 0.01 0.00 0.01
H -2.3772 0.4199 -1.2395 0.02 -0.01 -0.01
H -3.9691 -0.3145 -1.3355 0.00 0.00 0.00
H -4.3013 -2.5791 -1.0510 -0.01 -0.01 0.00
H -3.4755 -4.9050 -0.6416 0.00 0.00 0.00
H -1.0651 -5.2318 -0.1862 -0.01 -0.01 -0.01
H 0.0170 -3.1864 0.6615 -0.03 0.01 0.03
O 2.9345 -7.2974 -2.6074 -0.03 -0.01 0.00
C 1.8304 -6.6839 -2.2089 -0.01 -0.09 -0.08
O 0.7860 -7.2407 -2.0612 0.01 0.04 0.04
C 1.8889 -5.2035 -1.8525 -0.03 0.07 0.03
C 0.7195 -4.5157 -1.9445 0.00 -0.06 -0.04
C 0.5550 -3.1360 -1.4606 -0.09 -0.02 0.12
C 1.7968 -2.4991 -0.9732 0.11 0.08 0.04
C 2.9501 -3.2231 -0.8284 -0.03 0.04 0.00
C 2.9948 -4.5531 -1.2720 -0.03 -0.04 -0.03
N 1.6913 -1.1565 -0.5975 -0.12 -0.04 -0.01
C 2.7275 -0.3758 -0.6952 0.01 0.00 -0.01
C 2.5852 0.9948 -0.2828 -0.02 0.02 0.01
C 3.6105 1.9142 -0.3452 0.00 -0.02 0.01
C 3.3597 3.2227 0.0803 0.01 0.00 -0.02
C 2.0974 3.5425 0.5305 0.01 0.04 0.01
C 1.1010 2.5628 0.5565 0.00 -0.02 0.00
N 1.3359 1.3159 0.1645 0.05 -0.01 0.00
H 3.6323 -6.7221 -2.9465 0.03 0.00 0.00
H -0.1487 -5.0220 -2.3527 0.02 -0.02 -0.01
H 0.1139 -2.5305 -2.2660 0.02 0.00 -0.02
H 3.8215 -2.7966 -0.3504 0.02 -0.03 -0.01
H 3.9210 -5.1053 -1.1376 0.01 0.02 0.02
H 3.6646 -0.7331 -1.1087 0.02 0.03 0.00
H 4.5849 1.6232 -0.7152 0.00 0.01 0.00
H 4.1430 3.9684 0.0496 0.00 0.00 0.00
H 1.8596 4.5433 0.8643 0.00 0.00 0.00
H 0.1026 2.7798 0.9072 -0.01 -0.01 0.00
```
Forces are in eV/Å.

---

# 4
Computed, not measured: one molecule with the formula C21H20N2O3S2 in a non-equilibrium geometry, with the ωB97M-V functional and the def2-TZVPD basis.

Kohn-Sham gap = 7.520 eV
molar mass = 412.54 Da
energy = -52896.168 eV
charge = 0
SMILES = O=C(CCN1C(=O)/C(=C/c2ccccc2)SC1=S)NCCc1ccc(O)cc1
ΔE to the lowest compared entry with this formula, charge and spin = 0.2380 eV
LUMO energy = -0.85 eV

```
48
Properties=species:S:1:pos:R:3:forces:R:3
O 1.7407 2.5527 1.5590 0.38 -0.02 0.20
C 0.8246 2.8578 0.8226 -0.34 0.44 -0.33
C 1.0250 3.6742 -0.4526 0.14 -0.20 0.04
C 2.3770 3.3412 -1.0972 -0.27 0.38 -0.03
N 2.6959 1.9324 -0.9505 -0.01 0.11 -0.14
C 1.7639 0.9597 -1.2263 -0.37 -0.18 -0.34
O 0.7015 1.1728 -1.7747 0.07 0.15 -0.04
C 2.2259 -0.3576 -0.7660 -0.17 -0.87 0.19
C 1.4118 -1.4315 -0.8479 0.19 1.05 -0.19
C 1.6120 -2.7891 -0.4150 0.10 -0.60 0.19
C 0.5161 -3.6623 -0.4552 0.17 0.19 0.00
C 0.6422 -4.9729 -0.0443 -0.02 -0.12 0.03
C 1.8651 -5.4451 0.4083 0.00 0.03 -0.01
C 2.9598 -4.5953 0.4473 0.06 -0.11 0.05
C 2.8389 -3.2810 0.0427 -0.17 0.15 -0.08
S 3.8304 -0.2111 -0.0921 0.08 0.17 0.03
C 3.8560 1.5234 -0.3659 0.50 -0.08 0.04
S 5.1343 2.4642 -0.0097 0.09 -0.22 0.12
N -0.4567 2.5142 1.0638 -0.47 -0.03 0.04
C -0.8223 1.6198 2.1375 0.16 -0.23 0.21
C -1.1740 0.2185 1.6102 -0.03 0.31 0.08
C -2.4103 0.2638 0.7571 0.15 -0.13 0.05
C -2.3274 0.4989 -0.6093 -0.04 -0.06 0.07
C -3.4706 0.5879 -1.3838 -0.24 0.02 -0.06
C -4.7228 0.4441 -0.8005 0.34 0.01 0.09
O -5.8741 0.5230 -1.5221 -0.20 0.00 -0.11
C -4.8158 0.2113 0.5684 -0.21 0.05 -0.24
C -3.6693 0.1253 1.3315 0.04 0.02 -0.14
H 0.2137 3.4698 -1.1502 0.01 0.10 0.07
H 1.0113 4.7344 -0.1951 0.00 0.00 0.02
H 2.3586 3.5946 -2.1608 0.04 0.03 0.12
H 3.1844 3.8899 -0.6076 -0.15 -0.14 -0.17
H 0.4460 -1.2235 -1.2983 -0.01 0.09 -0.02
H -0.4383 -3.2952 -0.8047 -0.09 0.06 -0.05
H -0.2128 -5.6318 -0.0774 -0.07 -0.04 0.00
H 1.9650 -6.4718 0.7269 0.01 -0.08 0.03
H 3.9142 -4.9613 0.7949 0.08 -0.03 0.03
H 3.7018 -2.6346 0.0697 0.10 -0.08 0.02
H -1.1614 2.6807 0.3620 0.18 0.07 -0.06
H -1.6769 2.0394 2.6768 0.08 -0.06 0.03
H 0.0388 1.5644 2.8069 -0.16 0.05 -0.02
H -0.3276 -0.1598 1.0334 0.05 -0.03 0.06
H -1.3312 -0.4408 2.4650 0.03 -0.06 0.00
H -1.3625 0.6146 -1.0817 0.12 -0.02 -0.03
H -3.3886 0.7690 -2.4478 0.00 0.01 -0.10
H -5.6674 0.6798 -2.4513 0.01 -0.02 0.14
H -5.7929 0.1003 1.0105 -0.13 -0.02 0.07
H -3.7521 -0.0570 2.3933 -0.02 -0.03 0.13
```
Forces are in eV/Å.